1.
Below is C34H31GeIrN6O10 as an isolated structure in a non-equilibrium geometry, with properties calculated with ωB97M-V/def2-TZVPD.

Values from the calculation:
Net charge ... +1
DFT total energy ... -4576.018705 Ha
Gap between HOMO and LUMO (alpha / beta) ... 0.239 / 0.196 Ha
Multiplicity ... 2
HOMO level (alpha / beta) ... -0.401 / -0.401 Ha
Molecular weight ... 948.48 g mol⁻¹
E_LUMO (alpha / beta) ... -0.1627 / -0.2050 hartree

Structure (XYZ):
```
83
C34H31GeIrN6O10, DFT ωB97M-V/def2-TZVPD
Ir 0.977 -2.437 0.749
N 2.793 -3.145 1.606
N 2.933 -2.609 2.898
C 1.884 -1.812 3.347
O 1.896 -1.179 4.346
O 0.775 -1.869 2.555
H 2.572 -4.145 1.674
H 3.613 -3.020 1.016
H 3.859 -2.343 3.202
N -5.104 -2.366 -0.176
C -3.801 -2.322 0.121
C -2.978 -1.268 -0.327
C -1.647 -1.286 -0.038
N -1.068 -2.288 0.670
C -1.851 -3.285 1.140
C -3.191 -3.330 0.899
H -5.537 -1.642 -0.721
H -5.693 -3.103 0.171
H -3.383 -0.446 -0.903
H -0.991 -0.491 -0.369
H -1.360 -4.049 1.727
H -3.773 -4.145 1.307
O 1.203 -0.474 0.337
C 2.171 -0.640 -0.475
O 2.498 -1.884 -0.631
C 2.866 0.459 -1.184
C 2.911 1.819 -0.470
Ge 1.275 2.677 0.251
C 0.590 2.003 1.965
C 1.424 2.002 3.072
C 0.996 1.488 4.292
C -0.286 0.977 4.421
C -1.135 0.981 3.334
C -0.696 1.491 2.112
C 1.870 4.490 0.726
C 3.172 4.947 0.530
C 3.520 6.271 0.789
C 2.567 7.155 1.258
C 1.271 6.711 1.482
C 0.935 5.389 1.227
C -0.129 2.841 -1.093
C -1.396 3.320 -0.749
C -2.369 3.527 -1.717
C -2.092 3.264 -3.052
C -0.837 2.803 -3.415
C 0.131 2.594 -2.441
H 2.345 0.556 -2.143
H 3.861 0.075 -1.420
H 3.283 2.557 -1.181
H 3.634 1.773 0.347
H 2.418 2.435 2.996
H 1.668 1.476 5.141
H -0.620 0.581 5.372
H -2.139 0.584 3.433
H -1.377 1.498 1.267
H 3.943 4.273 0.170
H 4.534 6.611 0.618
H 2.833 8.184 1.461
H 0.523 7.395 1.864
H -0.077 5.054 1.438
H -1.632 3.554 0.282
H -3.341 3.910 -1.430
H -2.850 3.426 -3.808
H -0.609 2.607 -4.455
H 1.110 2.255 -2.759
O 0.750 -6.418 -0.346
C 0.504 -5.247 -0.361
O 0.833 -4.450 0.667
C -0.266 -4.583 -1.462
C -1.463 -5.151 -1.886
C -2.217 -4.468 -2.821
C -1.828 -3.263 -3.381
C -0.613 -2.763 -2.963
C 0.175 -3.400 -2.024
N -0.144 -1.460 -3.476
O 0.978 -1.115 -3.147
O -0.906 -0.822 -4.160
N -3.533 -5.028 -3.215
O -4.203 -4.370 -3.981
O -3.849 -6.089 -2.723
H -1.806 -6.094 -1.485
H -2.444 -2.746 -4.100
H 1.141 -2.966 -1.788
```

2.
Below is one molecule with the formula C6H9N3O in a non-equilibrium geometry, with properties calculated with ωB97M-V/def2-TZVPD.

Values from the calculation:
DFT total energy ... -473.440135 Ha
Gap between HOMO and LUMO ... 0.337 Ha
HOMO level ... -0.315 Ha
Molecular weight ... 139.16 g mol⁻¹
SMILES ... CC=C=NC(=O)C/N=C/N
E_LUMO ... 0.0216 hartree

Structure (XYZ):
```
19
C6H9N3O, DFT ωB97M-V/def2-TZVPD
C 0.524 -1.492 -0.357
C -0.324 2.178 0.088
C 2.079 0.349 -0.122
C 1.845 1.796 0.273
C -1.675 -2.788 0.189
C -0.177 -2.540 -0.076
N 1.056 -0.377 -0.477
N 0.739 2.215 -0.574
N -1.542 2.145 -0.457
O 3.169 -0.187 -0.006
H 1.673 1.901 1.312
H 2.745 2.282 -0.191
H -2.213 -1.970 -0.196
H -1.853 -2.720 1.229
H -2.036 -3.732 -0.214
H 0.329 -3.475 -0.160
H -0.328 1.955 1.107
H -2.380 2.302 0.109
H -1.630 2.158 -1.477
```

3.
Below is C14H16ClNTm as an isolated structure in a non-equilibrium geometry, with properties calculated with ωB97M-V/def2-TZVPD.

Values from the calculation:
Net charge ... -1
DFT total energy ... -2143.050538 Ha
Gap between HOMO and LUMO (alpha / beta) ... 0.174 / 0.177 Ha
Multiplicity ... 3
HOMO level (alpha / beta) ... -0.081 / -0.084 Ha
Molecular weight ... 402.68 g mol⁻¹
E_LUMO (alpha / beta) ... 0.0930 / 0.0931 hartree

Structure (XYZ):
```
33
C14H16ClNTm, DFT ωB97M-V/def2-TZVPD
C -1.133 0.769 -1.698
C -1.941 1.403 -0.692
C -2.864 0.426 -0.181
C -2.639 -0.807 -0.892
C -1.564 -0.594 -1.824
Tm -0.751 -0.313 0.286
N 1.489 0.479 -0.357
C 2.211 1.502 0.294
C 1.038 1.737 1.236
H -3.612 0.611 0.593
H -1.917 2.466 -0.444
H -3.178 -1.748 -0.738
H -1.183 -1.307 -2.562
H -0.413 1.279 -2.340
H 0.415 2.595 0.990
H 2.442 2.384 -0.331
H 2.045 0.184 -1.147
H 1.224 1.582 2.293
H 3.093 1.125 0.837
Cl -1.108 -4.993 0.614
C 0.478 -4.929 1.238
C 1.095 -6.108 1.656
C 2.391 -6.060 2.205
C 3.043 -4.833 2.351
C 2.439 -3.655 1.930
C 1.156 -3.668 1.292
C 0.623 -2.507 0.705
H 0.577 -7.050 1.554
H 2.876 -6.982 2.520
H 4.040 -4.791 2.796
H 2.942 -2.691 2.041
H 1.343 -1.706 0.462
H -0.259 -2.637 0.040
```

4.
Below is a 2-piece molecular cluster, C2H7N2O2 overall in a non-equilibrium geometry, with properties calculated with ωB97M-V/def2-TZVPD.

Values from the calculation:
Net charge ... +1
DFT total energy ... -339.811409 Ha
Gap between HOMO and LUMO (alpha / beta) ... 0.255 / 0.290 Ha
Multiplicity ... 3
HOMO level (alpha / beta) ... -0.448 / -0.594 Ha
Molecular weight ... 91.09 g mol⁻¹
E_LUMO (alpha / beta) ... -0.1925 / -0.3042 hartree

Structure (XYZ):
```
13
C2H7N2O2, DFT ωB97M-V/def2-TZVPD
C -1.300 0.050 -0.200
C -0.214 -0.181 0.730
N 1.753 1.130 0.403
N 0.800 0.552 0.744
O 2.628 0.647 -0.499
O 1.385 -1.697 -0.310
H -0.980 0.717 -0.947
H -1.751 -0.800 -0.829
H -2.156 0.396 0.376
H 0.260 -1.919 -0.512
H -0.135 -1.005 1.405
H 3.490 1.161 -0.413
H 1.505 -2.667 -0.541
```

5.
Below is C14H16IrN4OS2 as an isolated structure, with properties calculated with ωB97M-V/def2-TZVPD.

Values from the calculation:
Net charge ... +1
DFT total energy ... -1737.807567 Ha
Gap between HOMO and LUMO ... 0.286 Ha
HOMO level ... -0.407 Ha
Molecular weight ... 512.66 g mol⁻¹
E_LUMO ... -0.1209 hartree

Structure (XYZ):
```
38
C14H16IrN4OS2, DFT ωB97M-V/def2-TZVPD
Ir -0.806 -0.796 -0.568
S -1.878 0.943 3.335
C -1.183 -0.586 3.646
C -0.765 -1.236 2.519
C -1.038 -0.477 1.352
C -1.640 0.728 1.646
C -1.952 1.584 0.534
C -2.552 2.839 0.555
C -2.738 3.524 -0.627
C -2.318 2.955 -1.827
C -1.731 1.713 -1.798
N -1.554 1.044 -0.649
H -1.114 -0.936 4.664
H -0.305 -2.213 2.532
H -2.868 3.255 1.502
H -3.209 4.497 -0.621
H -2.449 3.462 -2.771
H -1.395 1.211 -2.696
C 5.109 -2.599 -0.559
C 4.149 -2.008 -1.591
C 3.150 -1.080 -0.984
N 1.880 -1.267 -1.002
N 1.181 -0.251 -0.378
C 1.937 0.669 0.148
N 1.459 1.748 0.821
S 3.613 0.376 -0.138
H 5.818 -3.263 -1.049
H 4.568 -3.172 0.194
H 5.680 -1.822 -0.050
H 3.578 -2.791 -2.090
H 4.706 -1.470 -2.361
H 0.581 1.593 1.302
H 2.123 2.283 1.358
C -3.662 -1.680 -0.852
O -2.291 -1.805 -1.170
H -4.086 -0.784 -1.315
H -3.812 -1.636 0.230
H -4.187 -2.553 -1.240
```

6.
Below is one molecule with the formula C14H22N4O2S2 in a non-equilibrium geometry, with properties calculated with ωB97M-V/def2-TZVPD.

Values from the calculation:
DFT total energy ... -1712.579300 Ha
Gap between HOMO and LUMO ... 0.334 Ha
HOMO level ... -0.325 Ha
Molecular weight ... 342.49 g mol⁻¹
SMILES ... CCCCC(=O)Nc1nnc(SCC(=O)NC2CCCC2)s1
E_LUMO ... 0.0084 hartree

Structure (XYZ):
```
44
C14H22N4O2S2, DFT ωB97M-V/def2-TZVPD
C -4.107 -0.586 -1.660
H -4.625 0.317 -1.354
H -4.786 -1.168 -2.278
C -3.664 -1.404 -0.454
H -4.529 -1.621 0.175
C -2.579 -0.727 0.385
C -3.093 0.382 1.317
C -3.572 1.600 0.591
O -4.722 1.954 0.504
N -2.607 2.388 -0.036
C -1.255 2.397 0.076
N -0.516 1.586 0.747
N 0.784 1.860 0.693
C 1.081 2.890 -0.028
S 2.657 3.534 -0.302
C 3.674 2.515 0.818
H 3.115 2.383 1.742
H 4.573 3.107 0.985
C 4.064 1.180 0.177
O 5.144 1.018 -0.349
N 3.110 0.246 0.286
H 2.211 0.506 0.679
C 3.211 -1.070 -0.310
C 2.991 -2.165 0.755
H 2.963 -1.705 1.743
H 3.805 -2.887 0.749
C 1.648 -2.831 0.420
H 1.817 -3.763 -0.121
H 1.069 -3.059 1.314
C 0.939 -1.833 -0.493
H 0.162 -2.298 -1.097
H 0.487 -1.037 0.101
C 2.084 -1.275 -1.332
H 1.832 -0.347 -1.843
H 2.394 -2.007 -2.077
H 4.202 -1.121 -0.765
S -0.322 3.666 -0.754
H -3.007 3.164 -0.553
H -2.276 0.677 1.977
H -3.926 0.004 1.910
H -2.106 -1.480 1.017
H -1.812 -0.322 -0.274
H -3.267 -2.359 -0.809
H -3.248 -0.307 -2.269
```

7.
Below is C3H10N2S as an isolated structure in a non-equilibrium geometry, with properties calculated with ωB97M-V/def2-TZVPD.

Values from the calculation:
Net charge ... -1
DFT total energy ... -627.775505 Ha
Gap between HOMO and LUMO (alpha / beta) ... 0.199 / 0.195 Ha
Multiplicity ... 2
HOMO level (alpha / beta) ... -0.053 / -0.051 Ha
Molecular weight ... 106.19 g mol⁻¹
E_LUMO (alpha / beta) ... 0.1457 / 0.1446 hartree

Structure (XYZ):
```
16
C3H10N2S, DFT ωB97M-V/def2-TZVPD
C -0.736 0.284 -0.900
C -2.037 0.397 -0.025
S -2.764 -0.897 0.865
N 0.361 -0.562 -0.353
C 0.859 -0.033 0.874
N 2.009 -0.720 1.582
H -0.334 1.355 -1.055
H -0.987 -0.080 -1.876
H 1.003 1.099 -2.425
H -2.269 1.397 0.295
H -1.821 -1.121 1.815
H 0.939 0.616 -2.916
H -0.129 -0.707 0.912
H 0.954 1.086 0.923
H 2.037 -1.717 1.147
H 2.915 -0.397 1.136
```

8.
Below is an isolated ion of composition C26H29F2Si and charge +1 in a non-equilibrium geometry, with properties calculated with ωB97M-V/def2-TZVPD.

Values from the calculation:
Net charge ... +1
DFT total energy ... -1497.089615 Ha
Gap between HOMO and LUMO ... 0.201 Ha
HOMO level ... -0.418 Ha
Molecular weight ... 407.60 g mol⁻¹
E_LUMO ... -0.2179 hartree

Structure (XYZ):
```
58
C26H29F2Si, DFT ωB97M-V/def2-TZVPD
C -1.345 1.332 1.918
Si -0.426 2.970 2.103
C -1.573 4.335 1.488
C 0.219 3.324 3.814
C 0.994 2.648 0.858
C 0.387 2.355 -0.496
C 2.200 1.930 1.226
C 3.405 2.040 0.462
C 4.446 1.137 0.635
C 4.343 0.092 1.562
C 3.203 -0.004 2.372
C 2.198 0.949 2.276
H -2.058 1.174 2.742
H -1.890 1.314 0.957
H -0.616 0.502 1.910
H -2.464 4.394 2.134
H -1.085 5.320 1.512
H -1.929 4.165 0.463
H -0.556 3.126 4.567
H 1.090 2.701 4.047
H 0.521 4.376 3.904
H 0.256 1.251 -0.446
H -0.643 2.762 -0.542
H 3.479 2.844 -0.275
H 5.344 1.251 0.019
H 5.126 -0.657 1.638
H 3.101 -0.836 3.069
H 1.325 0.864 2.933
C 0.019 8.182 -3.460
C 0.242 6.827 -2.882
C -0.518 5.759 -3.348
F -1.487 6.007 -4.293
C -0.325 4.458 -2.920
C 0.753 4.170 -2.075
C 1.056 2.716 -1.693
C 0.671 1.780 -2.829
C 1.350 1.958 -4.040
C 0.983 1.166 -5.113
F 1.415 1.508 -6.368
C 0.114 0.080 -4.981
C -0.174 -0.824 -6.125
C -0.532 -0.091 -3.752
C -0.328 0.803 -2.702
C 1.454 5.235 -1.503
C 1.186 6.549 -1.879
H 0.593 8.929 -2.906
H 0.363 8.215 -4.505
H -1.045 8.465 -3.454
H -0.961 3.661 -3.303
H 2.150 2.647 -1.614
H 2.090 2.764 -4.132
H -0.561 -1.773 -5.738
H -0.948 -0.425 -6.797
H 0.717 -1.028 -6.729
H -1.212 -0.934 -3.628
H -0.981 0.738 -1.827
H 2.246 5.016 -0.776
H 1.758 7.371 -1.440
```

9.
Below is C34H43N6O5Ti as an isolated structure in a non-equilibrium geometry, with properties calculated with ωB97M-V/def2-TZVPD.

Values from the calculation:
Net charge ... +1
DFT total energy ... -2875.398782 Ha
Gap between HOMO and LUMO (alpha / beta) ... 0.228 / 0.267 Ha
Multiplicity ... 3
HOMO level (alpha / beta) ... -0.304 / -0.348 Ha
Molecular weight ... 663.62 g mol⁻¹
E_LUMO (alpha / beta) ... -0.0761 / -0.0802 hartree

Structure (XYZ):
```
89
C34H43N6O5Ti, DFT ωB97M-V/def2-TZVPD
Ti 0.598 0.194 0.354
C -2.202 -1.322 0.260
O -0.801 -1.578 0.363
C -0.520 -2.814 1.009
C 0.776 -2.744 1.840
O 1.493 -1.551 1.564
C 2.360 -1.127 2.612
C 3.167 0.037 2.099
O 2.279 1.029 1.603
C 2.989 2.152 1.069
H -2.676 -2.094 -0.353
H -2.316 -0.345 -0.208
H -2.652 -1.294 1.257
H -0.460 -3.603 0.254
H -1.353 -3.049 1.680
H 1.420 -3.598 1.602
H 0.545 -2.786 2.910
H 3.035 -1.943 2.893
H 1.756 -0.843 3.482
H 3.845 -0.273 1.293
H 3.758 0.457 2.922
H 3.596 2.597 1.862
H 2.238 2.856 0.716
H 3.617 1.822 0.236
C -7.235 -0.132 0.335
O -7.085 0.177 1.706
C -6.349 1.274 2.030
C -5.662 2.058 1.106
C -4.922 3.151 1.541
C -4.882 3.466 2.888
C -5.618 2.718 3.799
C -6.327 1.611 3.384
N -4.232 4.648 3.440
N -3.108 5.015 3.102
C -2.282 4.179 2.222
C -1.841 4.739 1.056
C -1.063 4.005 0.136
C -0.688 2.709 0.430
O 0.025 1.948 -0.377
C -1.081 2.154 1.695
N -0.651 0.874 1.934
C -0.972 0.330 3.079
C -1.691 1.006 4.085
C -2.126 2.274 3.860
C -1.860 2.885 2.606
H -7.881 -1.005 0.291
H -6.271 -0.372 -0.126
H -7.701 0.695 -0.207
H -5.703 1.842 0.049
H -4.401 3.755 0.812
H -5.626 3.018 4.838
H -6.894 1.013 4.083
H -2.136 5.754 0.827
H -0.752 4.445 -0.801
H -0.646 -0.695 3.233
H -1.883 0.509 5.025
H -2.655 2.822 4.625
N 2.164 -0.409 -0.998
C 2.980 -1.025 -1.551
N 3.929 -1.722 -2.108
C 4.606 -1.293 -3.339
C 6.111 -1.333 -3.130
C 6.555 -2.703 -2.626
C 5.817 -3.074 -1.345
C 4.312 -3.031 -1.564
H 4.240 -0.301 -3.594
H 4.298 -1.975 -4.139
H 6.393 -0.563 -2.407
H 6.605 -1.087 -4.071
H 7.632 -2.713 -2.456
H 6.350 -3.456 -3.393
H 6.079 -2.367 -0.552
H 6.101 -4.069 -1.001
H 3.749 -3.192 -0.644
H 4.006 -3.796 -2.287
N -0.575 -0.052 -2.359
C 0.053 -0.677 -3.451
C -0.138 -2.038 -3.672
C 0.462 -2.663 -4.753
C 1.273 -1.945 -5.621
C 1.482 -0.593 -5.387
C 0.884 0.039 -4.308
H -0.479 0.957 -2.343
H -1.553 -0.306 -2.310
H -0.776 -2.603 -3.003
H 0.286 -3.716 -4.924
H 1.726 -2.430 -6.475
H 2.102 -0.016 -6.060
H 1.037 1.098 -4.145
```

10.
Below is a 2-piece molecular cluster, C5H12O3 overall, with properties calculated with ωB97M-V/def2-TZVPD.

Values from the calculation:
DFT total energy ... -423.378391 Ha
Gap between HOMO and LUMO ... 0.386 Ha
HOMO level ... -0.362 Ha
Molecular weight ... 120.15 g mol⁻¹
SMILES ... C1COCO1.CCO
E_LUMO ... 0.0243 hartree

Structure (XYZ):
```
20
C5H12O3, DFT ωB97M-V/def2-TZVPD
O 0.377 -3.479 -2.931
O -1.052 -1.800 -2.279
C -0.864 -3.205 -2.304
C 1.069 -2.234 -3.012
C -0.070 -1.248 -3.154
H -0.894 -3.580 -1.263
H -1.663 -3.720 -2.871
H 1.766 -2.274 -3.871
H 1.668 -2.045 -2.101
H -0.442 -1.194 -4.195
H 0.157 -0.217 -2.823
O 0.776 1.373 3.361
C -0.197 3.604 3.062
C 0.077 2.442 4.000
H 0.215 1.050 2.625
H 0.748 3.980 2.637
H -0.690 4.427 3.607
H -0.853 3.287 2.234
H 0.738 2.761 4.829
H -0.867 2.074 4.446
```

11.
Below is one molecule with the formula C4H6O in a non-equilibrium geometry, with properties calculated with ωB97M-V/def2-TZVPD.

Values from the calculation:
DFT total energy ... -231.218068 Ha
Gap between HOMO and LUMO ... 0.381 Ha
HOMO level ... -0.365 Ha
Molecular weight ... 70.09 g mol⁻¹
SMILES ... C/C=C/C=O
E_LUMO ... 0.0155 hartree

Structure (XYZ):
```
11
C4H6O, DFT ωB97M-V/def2-TZVPD
C 1.856 -0.070 1.610
C 0.453 -0.120 1.009
C 0.134 -0.049 -0.275
C -1.237 -0.056 -0.789
H 1.938 0.766 2.329
H 2.111 -0.986 2.206
H 2.585 0.096 0.776
H -0.355 -0.226 1.745
H 0.916 0.133 -1.018
H -2.009 -0.386 -0.045
O -1.552 0.297 -1.916
```

12.
Below is one molecule with the formula C2H7N3 in a non-equilibrium geometry, with properties calculated with ωB97M-V/def2-TZVPD.

Values from the calculation:
DFT total energy ... -244.532409 Ha
Gap between HOMO and LUMO ... 0.353 Ha
HOMO level ... -0.309 Ha
Molecular weight ... 73.10 g mol⁻¹
SMILES ... C=NN(C)N
E_LUMO ... 0.0442 hartree

Structure (XYZ):
```
12
C2H7N3, DFT ωB97M-V/def2-TZVPD
C -2.022 -0.059 -0.084
C 0.803 1.079 -0.201
N -0.979 -0.703 0.279
N 1.287 -1.210 0.112
N 0.392 -0.347 -0.366
H -2.926 -0.324 0.237
H -1.903 0.884 -0.582
H 0.943 1.249 0.852
H 1.755 1.165 -0.723
H -0.158 1.515 -0.665
H 1.258 -2.153 0.047
H 1.550 -1.098 1.096
```